(1)
C44H53F12N4O38S | ωB97M-V with the def2-TZVPD basis set

```
! RIJCOSX wB97M-V def2-TZVPD def2/J DEFGRID3
* xyz 1 1
C 0.63079 -0.20233 3.10737
C -0.58172 -0.50391 2.10881
C -0.73209 -2.05049 1.69827
C -2.05338 -2.73297 2.27672
O -3.27893 -2.02434 1.88813
N -4.25932 -2.27351 2.80451
C -4.61373 -1.26262 3.60300
N -4.02012 0.06449 3.48189
C -4.67105 0.88048 4.45676
S -4.49301 2.67839 4.86698
C -3.90486 3.02779 6.57922
O -5.88057 3.27724 4.70685
O -3.63855 3.36150 3.79417
N -5.58059 -0.02803 5.10084
F -6.33234 0.53344 6.06629
N -5.59380 -1.31737 4.64903
C -6.48190 -2.40286 5.15352
C -5.74495 -3.79267 5.41635
C -5.25174 -4.01375 6.92031
C -3.75275 -3.48125 7.02180
O -3.59203 -2.24039 7.11926
O -2.67114 -4.39531 6.98797
H 0.65224 0.91632 3.37361
H 1.65017 -0.44677 2.66380
H 0.48750 -0.76118 4.10117
H -0.38845 0.07213 1.13558
H -1.54671 -0.10394 2.58119
H -0.62286 -2.14213 0.57043
H 0.14755 -2.63254 2.15624
H -2.08068 -3.80349 1.85660
H -1.96094 -2.85003 3.41416
H -4.64628 -3.22209 2.80702
H -3.70979 4.16676 6.63149
H -3.00357 2.40104 6.88140
H -4.76862 2.76387 7.29173
H -7.34084 -2.50417 4.39484
H -6.94580 -2.01107 6.12815
H -6.52073 -4.61424 5.20082
H -4.86508 -4.01078 4.73267
H -5.19177 -5.15321 7.07468
H -5.94694 -3.61302 7.72097
H -1.89644 -3.89223 6.64961
C -0.04689 3.71641 0.70142
C 1.22318 4.40075 1.09847
O 2.18819 3.37261 0.99443
C 1.72409 2.53369 0.02786
O 2.38930 1.70573 -0.51753
O 0.40868 2.75787 -0.24458
F 1.17085 4.81611 2.38794
H -0.52731 3.20114 1.53838
H -0.76675 4.40137 0.25134
H 1.50560 5.23629 0.45196
C 4.72542 -0.24199 -3.37490
C 3.39861 -0.44132 -2.71313
O 3.52138 -1.72298 -2.12361
C 4.84633 -1.87155 -1.84885
O 5.28937 -2.70446 -1.11146
O 5.60401 -0.95314 -2.50716
F 2.39463 -0.48098 -3.62549
H 4.76907 -0.67973 -4.37313
H 5.00432 0.81030 -3.44153
H 3.16662 0.29602 -1.94164
C 2.04260 -2.10780 -6.38645
C 2.59893 -2.71627 -7.63191
O 3.51963 -1.73864 -8.08358
C 3.95218 -1.10188 -6.96161
O 4.92662 -0.40369 -6.91653
O 3.15152 -1.35689 -5.89476
F 1.63444 -2.87009 -8.57322
H 1.20989 -1.43557 -6.58281
H 1.72353 -2.86010 -5.65983
H 3.11841 -3.66553 -7.47705
C 4.10182 -6.97966 -4.22672
C 4.83478 -6.01803 -5.10658
O 3.79128 -5.29650 -5.73397
C 2.75834 -5.30608 -4.84671
O 1.81201 -4.57698 -4.91083
O 2.93824 -6.24029 -3.87412
F 5.54125 -6.67158 -6.06009
H 3.80711 -7.89197 -4.75266
H 4.67604 -7.25515 -3.34167
H 5.48965 -5.32565 -4.56994
C 3.92767 -3.09876 3.21601
C 4.38693 -4.09776 4.23012
O 3.46036 -3.93110 5.28732
C 2.30848 -3.51118 4.69951
O 1.23665 -3.52346 5.23353
O 2.51913 -3.08145 3.42538
F 5.62306 -3.79425 4.68756
H 4.33363 -2.09937 3.39427
H 4.17003 -3.39821 2.19549
H 4.36543 -5.13458 3.88294
C -4.58127 3.05564 0.66760
C -5.06626 4.31512 0.02263
O -5.65772 3.85567 -1.17634
C -6.10054 2.59542 -0.90522
O -6.88041 1.99787 -1.58172
O -5.54695 2.10370 0.23975
F -4.03014 5.13169 -0.29171
H -3.59196 2.75250 0.31237
H -4.55636 3.12546 1.75600
H -5.80616 4.86599 0.61013
C -1.29226 1.22686 -8.23760
C -2.61170 1.02571 -7.56109
O -2.47938 -0.25344 -6.97276
C -1.15132 -0.39958 -6.71235
O -0.69675 -1.22917 -5.98151
O -0.40257 0.52063 -7.38160
F -3.62024 0.98421 -8.46284
H -1.26027 0.78656 -9.23780
H -1.01627 2.27953 -8.30887
H -2.83813 1.76440 -6.78693
C 4.49152 2.85510 -7.77688
C 4.95798 3.44085 -9.07156
O 4.96316 4.83086 -8.81219
C 5.20200 4.95179 -7.47558
O 5.53947 5.96553 -6.94322
O 5.01459 3.77072 -6.82256
F 4.07291 3.19044 -10.06751
H 3.40110 2.82909 -7.69473
H 4.87975 1.84909 -7.61051
H 5.95799 3.11998 -9.37643
C 9.78952 -5.21565 -8.20561
C 9.45202 -6.58138 -7.69611
O 9.20260 -6.35905 -6.32250
C 8.74169 -5.08016 -6.23792
O 8.17911 -4.63139 -5.28462
O 8.99410 -4.37792 -7.37664
F 10.50860 -7.42049 -7.81317
H 10.84497 -4.96451 -8.06987
H 9.53090 -5.08721 -9.25725
H 8.57000 -7.03039 -8.16163
C -1.03805 7.19688 5.72373
C -0.00794 6.84894 6.75122
O -0.78465 6.55356 7.89679
C -1.96903 6.08565 7.42298
O -2.77017 5.48882 8.08447
O -2.13284 6.37036 6.10229
F 0.78222 7.91062 7.02716
H -1.34197 8.24593 5.76997
H -0.70775 6.97191 4.70910
H 0.61084 5.98444 6.49413
C -7.65343 4.55014 6.90776
C -7.49028 4.55171 8.39459
O -6.86924 5.79386 8.64840
C -7.29264 6.62440 7.65187
O -7.19363 7.81187 7.68174
O -7.84888 5.92804 6.62052
F -6.65201 3.55821 8.79472
H -6.76148 4.19401 6.38626
H -8.50938 3.95667 6.58316
H -8.42956 4.48956 8.95138
*
```

Properties
Orbital gap ... 7.65 eV
HOMO level ... -12.03 eV
DFT total energy ... -173682.797 eV


(2)
C44H53N6O16PS | ωB97M-V with the def2-TZVPD basis set

```
! RIJCOSX wB97M-V def2-TZVPD def2/J DEFGRID3
* xyz 0 1
C 5.77196 -1.44495 2.27698
C 5.20909 -0.51741 1.20873
O 4.13981 -1.12514 0.49177
C 2.88222 -0.55555 0.80320
C 2.66208 0.81480 0.14271
C 1.22807 0.96774 -0.37718
C 0.29889 1.46284 0.75660
C -1.15756 1.05856 0.47892
C -2.11858 0.99985 1.68142
P -2.56778 2.66660 2.37027
O -2.07910 2.66560 3.88970
O -1.58463 3.74993 1.70430
S -4.41108 3.16324 2.18785
C -3.35765 0.17121 1.27883
C -3.31289 -1.08464 2.15851
C -2.93041 -2.41659 1.52113
C -1.48933 -2.49546 1.00815
O -0.84777 -3.65296 1.56626
C -1.35071 -2.57300 -0.53441
N -2.35271 -3.31951 -1.27102
O -2.57394 -0.66404 3.30642
C -1.59630 0.18537 2.88489
O -0.50228 0.23747 3.42409
H 5.87492 -2.44504 1.86836
H 5.13560 -1.45007 3.15779
H 6.74617 -1.05687 2.56400
H 5.99590 -0.30680 0.48430
H 4.90800 0.40466 1.68921
H 2.80602 -0.45267 1.88954
H 2.11017 -1.26243 0.50582
H 3.39903 0.99461 -0.63478
H 2.79213 1.57311 0.91530
H 1.19663 1.70621 -1.17546
H 0.85373 0.01849 -0.75457
H 0.43007 2.53842 0.81334
H 0.63206 0.98408 1.67145
H -1.14441 0.08926 -0.00215
H -1.57313 1.75616 -0.25321
H -1.11176 2.60488 3.90373
H -1.45567 3.56396 0.76935
H -3.49190 0.02212 0.21088
H -4.26886 0.69716 1.55411
H -4.32897 -1.21583 2.50407
H -3.68796 -2.65068 0.77874
H -3.02843 -3.17268 2.29586
H -0.87882 -1.66467 1.35510
H -1.38405 -4.41557 1.33986
H -1.23621 -1.57894 -0.96056
H -0.39896 -3.07171 -0.70946
H -3.25320 -2.86888 -1.28934
H -2.43022 -4.26897 -0.94159
O -0.92447 2.00085 -3.54031
N 0.20641 2.14357 -3.95840
O 1.08590 1.31401 -3.87721
C 0.54660 3.40925 -4.62397
C -0.41363 4.39180 -4.77131
C -0.05540 5.57890 -5.38955
C 1.24487 5.76522 -5.84532
C 2.19412 4.76373 -5.68631
C 1.84073 3.57558 -5.07086
H -1.42147 4.23834 -4.41584
H -0.79096 6.36122 -5.51365
H 1.51994 6.69713 -6.32090
H 3.20756 4.90845 -6.03339
H 2.57055 2.79280 -4.93215
O -7.14959 -1.86365 2.82988
N -6.34762 -2.44897 3.52454
O -5.32602 -2.95830 3.10127
C -6.61796 -2.54898 4.96221
C -7.78779 -2.00755 5.46227
C -8.04576 -2.11953 6.81762
C -7.13718 -2.76189 7.64851
C -5.96388 -3.29090 7.12756
C -5.69737 -3.18676 5.77311
H -8.48780 -1.50763 4.81009
H -8.95695 -1.70594 7.22591
H -7.34419 -2.84997 8.70652
H -5.25596 -3.78622 7.77675
H -4.78701 -3.59503 5.36078
O 5.84386 2.83941 -5.10347
N 5.58914 2.17502 -4.11910
O 5.19154 2.63023 -3.06846
C 5.76704 0.71854 -4.20377
C 6.24963 0.16542 -5.37500
C 6.42776 -1.20639 -5.43830
C 6.12032 -2.00051 -4.34083
C 5.62893 -1.42616 -3.17610
C 5.45019 -0.05534 -3.10211
H 6.48497 0.78941 -6.22379
H 6.80824 -1.65635 -6.34453
H 6.26424 -3.07134 -4.39371
H 5.38541 -2.04441 -2.32336
H 5.06875 0.39755 -2.19919
O 6.31272 2.02295 2.43553
N 7.30429 2.16407 1.75111
O 8.16589 1.32308 1.60998
C 7.46420 3.43715 1.03473
C 6.50810 4.42182 1.19745
C 6.67050 5.62509 0.53162
C 7.77584 5.82561 -0.28413
C 8.72110 4.82082 -0.44019
C 8.56862 3.61488 0.22327
H 5.65076 4.25756 1.83238
H 5.93431 6.40749 0.65056
H 7.90109 6.76815 -0.79988
H 9.57936 4.97723 -1.07831
H 9.29956 2.82898 0.10822
O -7.02812 -4.97318 -4.23173
N -7.73806 -4.33822 -3.48253
O -8.69042 -3.67413 -3.82999
C -7.42065 -4.37623 -2.04592
C -6.32140 -5.09810 -1.62200
C -6.01828 -5.11641 -0.27001
C -6.81047 -4.42051 0.63414
C -7.91507 -3.70693 0.18792
C -8.22556 -3.68207 -1.16200
H -5.70994 -5.63655 -2.33045
H -5.15946 -5.67370 0.07947
H -6.56133 -4.43651 1.68311
H -8.52990 -3.16493 0.89110
H -9.08059 -3.12733 -1.51743
*
```

Properties
Orbital gap ... 7.96 eV
HOMO level ... -8.90 eV
DFT total energy ... -108300.508 eV